Record 1
# C42H40MnN2O6P2

C42H40MnN2O6P2 as an isolated structure (ωB97M-V with the def2-TZVPD basis set, the OMol25 dataset).

```
93
Properties=species:S:1:pos:R:3
Mn -1.82 -0.91 -2.83
C 1.29 -2.15 1.25
C 0.90 -3.39 0.90
C -0.17 -4.20 1.58
C -1.60 -3.61 1.27
C -1.96 -2.47 2.18
C -1.23 -1.87 3.13
C 0.21 -2.09 3.59
C 1.32 -1.57 2.62
C -1.82 0.80 -4.28
H 1.79 -1.48 0.51
H 1.28 -3.89 -0.02
H -0.05 -4.23 2.66
H -0.15 -5.22 1.20
H -1.59 -3.18 0.25
H -2.39 -4.41 1.37
H -3.02 -2.20 2.17
H -1.76 -1.12 3.74
H 0.47 -3.12 3.96
H 0.33 -1.53 4.53
H 1.21 -0.48 2.52
H 2.29 -1.69 3.12
H -0.74 0.71 -4.10
H -2.11 1.81 -3.93
H -1.95 0.64 -5.38
P -3.62 -4.85 -4.98
P -5.96 -3.79 -3.88
C -4.35 -5.88 -3.69
C -5.55 -5.41 -3.20
C -3.57 -6.10 -6.35
C -3.61 -7.49 -6.13
C -3.48 -8.39 -7.20
C -3.33 -7.91 -8.50
C -3.31 -6.53 -8.74
C -3.44 -5.63 -7.67
C -1.88 -4.59 -4.40
C -1.56 -3.50 -3.54
C -0.29 -3.44 -2.96
C 0.70 -4.36 -3.39
C 0.38 -5.43 -4.24
C -0.94 -5.58 -4.71
C -7.55 -4.31 -4.80
C -7.46 -5.22 -5.87
C -8.63 -5.73 -6.45
C -9.88 -5.33 -5.99
C -9.98 -4.40 -4.95
C -8.81 -3.89 -4.36
C -6.55 -2.99 -2.33
C -6.90 -1.63 -2.45
C -7.35 -0.91 -1.34
C -7.47 -1.53 -0.09
C -7.12 -2.89 0.03
C -6.65 -3.61 -1.07
H -3.90 -6.83 -3.40
H -6.24 -5.97 -2.56
H -3.78 -7.90 -5.14
H -3.52 -9.45 -6.97
H -3.20 -8.61 -9.33
H -3.21 -6.15 -9.76
H -3.46 -4.56 -7.87
H -2.33 -2.70 -3.36
H -0.01 -2.72 -2.16
H 1.70 -4.27 -2.95
H 1.13 -6.17 -4.54
H -1.22 -6.44 -5.32
H -6.48 -5.53 -6.26
H -8.55 -6.44 -7.29
H -10.78 -5.76 -6.43
H -10.95 -4.05 -4.60
H -8.92 -3.14 -3.57
H -6.84 -1.14 -3.42
H -7.60 0.15 -1.45
H -7.78 -0.96 0.79
H -7.20 -3.38 1.01
H -6.36 -4.65 -0.96
O -0.18 -0.12 -1.55
C -0.72 1.00 -1.17
O -1.90 1.31 -1.49
C 0.17 1.93 -0.32
C -0.40 2.87 0.54
C 0.43 3.54 1.50
C 1.83 3.35 1.50
C 2.42 2.52 0.53
C 1.58 1.82 -0.38
N 3.85 2.17 0.61
O 4.58 2.66 1.49
O 4.26 1.33 -0.23
N -0.19 4.23 2.60
O -1.44 4.29 2.58
O 0.50 4.68 3.54
H -1.47 3.04 0.42
H 2.45 3.80 2.28
H 2.02 1.20 -1.14
```

Output
- Energy relative to the best compared isomer or geometry (same formula, charge and spin): 177.4 kJ/mol
- Highest occupied orbital energy (alpha / beta): -7.544 / -7.543 eV
- Multiplicity: 6
- E_tot: -4018.726479 Eh
- HOMO-LUMO gap (alpha / beta): 6.3 / 6.3 eV

---

Record 2
# C42H40N6O3STi

C42H40N6O3STi as an isolated structure (ωB97M-V with the def2-TZVPD basis set, the OMol25 dataset).

```
93
Properties=species:S:1:pos:R:3
Ti 0.06 0.32 0.70
O 0.68 0.92 -0.79
C 1.96 1.45 -1.08
C 2.90 1.15 0.14
C 2.87 -0.30 0.56
C 4.03 -1.05 0.71
C 3.93 -2.40 1.00
C 2.68 -2.99 1.09
C 1.54 -2.20 0.97
C 0.17 -2.81 1.12
C -0.91 -2.34 0.10
O -0.97 -0.92 0.17
C -2.26 -2.93 0.51
C -3.42 -2.23 0.18
C -4.67 -2.74 0.48
C -4.79 -3.99 1.08
C -3.64 -4.70 1.38
C -2.39 -4.18 1.11
C -0.56 -2.77 -1.34
C 0.56 -2.24 -1.99
C 0.91 -2.65 -3.26
C 0.13 -3.57 -3.94
C -1.02 -4.05 -3.34
C -1.36 -3.66 -2.05
N 1.66 -0.88 0.77
C 1.85 2.97 -1.26
C 0.61 3.55 -1.54
C 0.50 4.92 -1.72
C 1.61 5.73 -1.61
C 2.85 5.16 -1.37
C 2.97 3.79 -1.21
C 2.48 0.86 -2.39
C 3.71 0.22 -2.52
C 4.17 -0.19 -3.76
C 3.41 0.03 -4.90
C 2.16 0.64 -4.78
C 1.71 1.04 -3.54
H 3.91 1.44 -0.11
H 2.58 1.79 0.96
H 4.99 -0.59 0.59
H 4.82 -3.00 1.14
H 2.58 -4.05 1.26
H 0.27 -3.89 1.03
H -0.21 -2.58 2.12
H -3.34 -1.30 -0.36
H -5.56 -2.18 0.23
H -5.76 -4.41 1.29
H -3.72 -5.69 1.82
H -1.52 -4.78 1.36
H 1.16 -1.49 -1.51
H 1.81 -2.25 -3.72
H 0.41 -3.90 -4.93
H -1.66 -4.75 -3.86
H -2.26 -4.07 -1.60
H -0.25 2.91 -1.66
H -0.47 5.34 -1.96
H 1.53 6.80 -1.74
H 3.74 5.78 -1.31
H 3.96 3.36 -1.07
H 4.34 0.04 -1.66
H 5.13 -0.68 -3.84
H 3.78 -0.26 -5.87
H 1.55 0.81 -5.65
H 0.74 1.52 -3.46
O -0.63 2.35 1.05
C 0.12 3.18 1.95
C 0.94 2.30 2.86
C 1.60 2.87 3.93
C 2.28 2.05 4.81
C 2.26 0.67 4.59
C 1.61 0.19 3.48
N 0.98 0.99 2.60
H -1.12 2.92 0.44
H -0.57 3.76 2.56
H 0.77 3.87 1.40
H 1.58 3.94 4.08
H 2.81 2.46 5.66
H 2.74 -0.01 5.28
H 1.57 -0.87 3.30
C -6.42 1.42 0.72
C -5.36 1.06 1.69
N -5.54 0.88 2.96
N -4.33 0.54 3.44
C -3.37 0.51 2.51
S -1.75 0.11 2.79
N -4.03 0.84 1.37
N -3.45 1.01 0.12
H -7.33 1.63 1.27
H -6.61 0.59 0.03
H -6.14 2.30 0.14
H -4.20 0.38 4.43
H -4.19 0.95 -0.58
H -2.82 0.23 -0.02
```

Output
- Energy relative to the best compared isomer or geometry (same formula, charge and spin): 124.0 kJ/mol
- Highest occupied orbital energy: -13.305 eV
- Charge: +2
- E_tot: -3426.038982 Eh
- HOMO-LUMO gap: 7.4 eV

---

Record 3
# C42H41AlBF4N2OP2SeSi

C42H41AlBF4N2OP2SeSi as an isolated structure (ωB97M-V with the def2-TZVPD basis set, the OMol25 dataset).

```
96
Properties=species:S:1:pos:R:3
Al 0.23 -1.07 -0.27
O -1.68 2.20 0.13
C -1.04 3.33 -0.37
C -1.74 4.52 -0.54
C -1.05 5.64 -0.99
C 0.32 5.56 -1.25
C 0.98 4.35 -1.12
C 0.30 3.21 -0.70
P 1.11 1.57 -0.79
C 1.60 1.54 -2.55
C 2.57 0.64 -3.00
C 2.86 0.53 -4.35
C 2.18 1.31 -5.28
C 1.20 2.20 -4.85
C 0.91 2.31 -3.49
C 2.63 1.91 0.17
C 2.49 1.87 1.55
C 3.57 2.13 2.38
C 4.81 2.43 1.82
C 4.95 2.47 0.44
C 3.86 2.22 -0.39
C -2.03 2.16 1.46
C -2.15 3.27 2.28
C -2.60 3.10 3.58
C -2.94 1.84 4.06
C -2.77 0.74 3.25
C -2.30 0.88 1.95
P -1.95 -0.56 0.91
C -2.21 -1.97 2.01
C -3.42 -2.66 2.08
C -3.57 -3.70 2.99
C -2.53 -4.04 3.84
C -1.33 -3.34 3.78
C -1.17 -2.32 2.87
C -3.25 -0.64 -0.36
C -4.04 0.46 -0.65
C -4.98 0.39 -1.67
C -5.13 -0.78 -2.39
C -4.34 -1.89 -2.10
C -3.40 -1.82 -1.09
H -2.80 4.57 -0.34
H -1.58 6.57 -1.12
H 0.86 6.44 -1.57
H 2.03 4.28 -1.37
H 3.10 0.02 -2.28
H 3.62 -0.16 -4.67
H 2.41 1.22 -6.33
H 0.67 2.81 -5.56
H 0.15 3.02 -3.18
H 1.52 1.63 2.00
H 3.45 2.11 3.45
H 5.66 2.63 2.46
H 5.91 2.71 0.00
H 3.99 2.26 -1.46
H -1.89 4.26 1.93
H -2.69 3.97 4.22
H -3.30 1.72 5.07
H -2.99 -0.25 3.64
H -4.24 -2.40 1.42
H -4.51 -4.24 3.03
H -2.65 -4.85 4.54
H -0.51 -3.61 4.44
H -0.24 -1.78 2.83
H -3.94 1.38 -0.08
H -5.60 1.25 -1.89
H -5.87 -0.84 -3.18
H -4.46 -2.81 -2.65
H -2.79 -2.69 -0.87
N -0.42 -1.86 -4.16
C -1.24 -0.74 -4.13
C -1.14 -0.26 -2.87
N -0.29 -1.06 -2.14
C 0.12 -2.02 -2.95
H -0.28 -2.48 -4.94
H -1.79 -0.41 -4.98
H -1.63 0.60 -2.43
H 0.80 -2.82 -2.68
F -1.05 -4.92 0.61
B -0.53 -4.42 -0.52
F 0.74 -4.71 -0.82
F -1.37 -4.32 -1.59
F -0.41 -2.74 -0.09
C 5.19 -2.13 1.48
Si 3.40 -2.51 1.71
C 3.05 -4.33 1.67
C 2.73 -1.71 3.24
Se 2.50 -1.51 -0.16
H 5.81 -2.63 2.22
H 5.36 -1.05 1.56
H 5.52 -2.45 0.49
H 3.62 -4.85 2.44
H 3.32 -4.74 0.70
H 1.99 -4.52 1.83
H 3.29 -2.02 4.13
H 1.69 -1.99 3.40
H 2.80 -0.62 3.16
```

Output
- Highest occupied orbital energy: -10.555 eV
- Charge: +1
- E_tot: -5850.486907 Eh
- HOMO-LUMO gap: 8.4 eV